Entry 1:
{"formula": "C9H24CuO11", "method": "ωB97M-V/def2-TZVPD", "lumo_energy_ev": 1.5, "total_charge": -1, "e_homo_ha": -0.074, "gap_ev": 3.527, "elements": ["Cu", "O", "O", "O", "O", "O", "O", "O", "O", "O", "O", "O", "C", "C", "C", "C", "C", "C", "C", "C", "C", "H", "H", "H", "H", "H", "H", "H", "H", "H", "H", "H", "H", "H", "H", "H", "H", "H", "H", "H", "H", "H", "H", "H", "H"], "positions_angstrom": [[0.54578, -0.33504, 0.65357], [-0.79837, 0.79965, 7.05469], [4.06349, 3.00809, -4.07063], [-0.50351, -3.49515, -0.23693], [-1.90463, -4.57429, -2.32022], [4.56047, 1.69143, 2.98891], [-2.38906, 1.28889, -0.92404], [2.42692, 1.85683, 2.56144], [-4.15473, 2.92366, -2.76706], [2.19761, 1.55819, -2.29650], [3.57823, 0.26496, 1.75110], [-0.49784, -0.19244, 4.21253], [-0.79549, -5.26343, -1.78831], [0.21277, -4.26224, -1.21342], [-3.15851, 0.74442, -2.01770], [2.03126, 2.90946, -2.62933], [-0.02288, -0.33927, 6.77325], [3.51142, 1.31322, 2.43851], [2.70634, 3.36720, -3.91437], [-0.23498, -1.00076, 5.40930], [-3.41702, 1.76750, -3.09201], [-2.61539, -0.12960, -2.37716], [-2.46210, -4.30285, -1.58732], [3.12256, 1.30477, -2.25373], [2.51591, 4.42697, -4.08387], [0.97139, -4.88225, -0.73574], [0.33908, 0.25118, 4.05642], [-2.45000, 2.14921, -3.41951], [2.28402, 3.52663, -1.76717], [-0.05042, -1.00691, 7.63440], [0.68064, -1.51921, 5.12482], [0.56290, -3.57314, -1.98195], [0.97518, 3.14049, -2.76865], [4.18226, 2.91502, -5.01870], [-4.15823, 0.38700, -1.77089], [-0.34421, -5.91467, -2.53685], [-3.71868, 3.52703, -2.16091], [-3.96124, 1.29878, -3.91191], [-0.76496, -4.13021, 0.43385], [-1.31225, -5.83963, -1.02082], [2.10706, 2.86843, -4.67607], [0.99439, 0.05221, 6.77459], [-0.72692, 1.49408, 6.39571], [-3.05565, 1.62378, -0.31980], [-1.07270, -1.69804, 5.39860]], "forces_ev_per_a": [[1.128, 0.306, 0.410], [-1.481, -0.090, 0.780], [-0.030, 0.118, 0.252], [0.446, 0.110, -0.194], [-0.432, 0.316, -1.389], [1.934, 0.513, 0.668], [-1.053, -0.363, -0.568], [-3.724, 1.976, 0.528], [-1.355, -0.035, 0.483], [-0.699, -0.416, -0.582], [-0.225, -3.507, -2.558], [0.087, 0.116, 1.873], [-0.582, 0.737, 0.237], [-1.403, -0.964, 0.436], [-0.205, 0.212, 0.312], [0.709, 0.806, 0.748], [1.412, 1.716, -0.972], [0.676, 0.566, 1.063], [-1.170, -0.634, -0.392], [-0.537, -0.522, -1.427], [1.482, 0.677, -0.584], [0.118, 0.225, -0.354], [0.171, 0.201, -0.031], [0.203, 0.343, 0.113], [0.239, 0.337, 0.323], [0.655, 0.462, -0.091], [0.327, 0.503, -0.579], [0.281, -0.406, -0.505], [0.511, 0.157, 0.096], [-0.535, -0.263, -0.293], [0.038, -0.524, 0.590], [0.198, -0.173, 0.184], [-0.224, -0.464, -0.120], [0.307, -0.085, 0.080], [-0.032, -0.162, 0.926], [-0.158, 0.029, -0.107], [0.466, -0.357, 0.032], [0.135, -0.014, -0.089], [-0.023, 0.128, 0.374], [1.128, -0.749, 0.593], [0.094, -0.216, -0.454], [0.539, -0.347, -0.105], [0.317, -0.358, -0.369], [0.232, 0.182, 0.379], [0.029, -0.087, 0.282]], "lowdin_charge": [0.4720, -0.0755, -0.0517, -0.1141, -0.0803, -0.0602, -0.0751, -0.0989, -0.0665, -0.0627, -0.0547, -0.1008, -0.2585, -0.2177, -0.2384, -0.2645, -0.2540, -1.1436, -0.2654, -0.2116, -0.2706, 0.1201, 0.0784, 0.0921, 0.1116, 0.1152, 0.0651, 0.1156, 0.1205, 0.1171, 0.1150, 0.1265, 0.1128, 0.0806, 0.1146, 0.1176, 0.0841, 0.1213, 0.0791, 0.1132, 0.1086, 0.1120, 0.0858, 0.0795, 0.1065]}

***

Entry 2:
{"formula": "C9H24N2O2P", "method": "ωB97M-V/def2-TZVPD", "lumo_energy_ev": -2.9, "total_charge": 1, "e_homo_ha": -0.455, "gap_ev": 9.522, "elements": ["P", "O", "O", "N", "N", "C", "C", "C", "C", "C", "C", "C", "C", "C", "H", "H", "H", "H", "H", "H", "H", "H", "H", "H", "H", "H", "H", "H", "H", "H", "H", "H", "H", "H", "H", "H", "H", "H"], "positions_angstrom": [[-0.14537, -1.28104, -0.76800], [2.87357, 0.90045, -0.56449], [0.47353, -0.95324, -2.20568], [1.78437, -1.09197, 0.32398], [-0.97693, 0.08906, -0.51002], [-0.41400, 1.46651, -0.95835], [-2.18885, 0.05308, 0.26292], [-0.50940, -2.79310, -0.29412], [-2.02826, -0.36988, 1.76099], [0.06553, 2.22206, 0.31149], [2.71758, 0.06431, 0.52120], [-3.39806, -0.75050, -0.30485], [4.20157, -0.39806, 1.05849], [-1.48572, 2.24009, -1.60466], [-0.84364, 2.35884, 0.98632], [-0.07681, -3.63104, -0.95095], [-2.98353, -1.86174, -0.25432], [2.31363, -1.85863, -0.06258], [-1.00326, -3.18240, 0.53762], [3.65913, 0.70623, -1.18734], [4.87822, -0.98129, 0.46618], [-4.25813, -0.67394, 0.40308], [0.31626, 3.31371, 0.07665], [-2.63751, 1.07847, 0.40395], [0.81217, 1.70456, 0.92694], [4.82729, 0.57912, 1.28787], [3.91819, -0.94279, 1.95315], [-3.57245, -0.32946, -1.41531], [-1.16586, 3.15316, -2.01948], [-2.65671, 0.07731, 2.57989], [2.27424, 0.62481, 1.31955], [-2.30020, -1.49226, 1.71981], [0.89629, -1.79899, -2.45405], [1.56154, -1.42941, 1.28390], [0.43710, 1.34086, -1.57629], [-2.33699, 2.66039, -0.85190], [-2.04342, 1.52465, -2.26649], [-0.98510, -0.33793, 2.06488]], "forces_ev_per_a": [[-0.493, 1.057, 0.148], [0.578, -0.044, -2.095], [0.429, -1.848, 0.972], [0.121, 0.576, 0.571], [1.024, -0.047, -0.407], [0.064, 0.046, 3.286], [-3.253, 1.859, 2.828], [1.492, -0.866, -2.875], [-0.162, -2.604, -0.199], [-1.667, 1.306, 0.687], [3.685, -0.778, -0.067], [1.966, -0.943, -1.610], [-1.483, 2.723, 0.836], [-4.159, -0.526, 1.137], [1.007, -0.327, -0.702], [-0.612, 1.503, 0.796], [-1.484, 2.024, -0.746], [0.115, -0.446, -0.418], [-0.757, 0.091, 1.305], [-1.828, 0.053, 1.863], [-0.305, -0.597, -0.915], [0.603, 0.130, -0.912], [0.210, -1.691, 0.147], [1.156, -0.613, -0.857], [-0.088, 0.457, -0.557], [-1.602, -1.922, -0.094], [0.775, -0.031, 0.470], [-0.109, -1.426, 2.535], [0.677, 0.717, -1.148], [0.454, -0.061, -1.315], [-0.074, 0.448, 0.337], [0.451, 1.468, 0.655], [0.179, 0.461, -0.730], [-0.175, 0.241, -0.871], [0.558, -0.616, -0.810], [2.054, -1.250, -1.364], [0.501, 1.229, -0.067], [0.151, 0.246, 0.186]], "lowdin_charge": [0.7937, -0.0348, -0.1176, 0.0339, -0.1610, -0.3820, -0.4979, -0.1980, -0.0620, -0.0430, -0.4543, -0.0618, -0.0064, -0.0690, 0.0954, 0.0652, 0.0834, 0.1006, -0.0023, 0.1639, 0.0590, 0.0919, 0.1203, 0.1272, 0.0450, 0.1301, 0.0617, 0.1227, 0.0709, 0.1023, 0.1093, 0.0830, 0.1014, 0.1302, 0.1047, 0.1382, 0.1032, 0.0530]}

***

Entry 3:
{"formula": "C9H25ClI2NOP2Pd", "method": "ωB97M-V/def2-TZVPD", "lumo_energy_ev": [-11.2, -14.4], "s_squared": 6.043, "total_charge": 3, "e_homo_ha": [-0.692, -0.694], "gap_ev": [7.576, 4.500], "spin_multiplicity": 5, "elements": ["I", "I", "Pd", "Cl", "P", "P", "O", "N", "C", "C", "C", "C", "C", "C", "C", "C", "C", "H", "H", "H", "H", "H", "H", "H", "H", "H", "H", "H", "H", "H", "H", "H", "H", "H", "H", "H", "H", "H", "H", "H", "H", "H"], "positions_angstrom": [[2.64879, 1.04970, 0.55428], [-1.44010, -1.45845, -1.56218], [0.94059, -0.40270, -0.89865], [2.35820, -1.48590, -2.68512], [1.31212, -2.30506, 0.40132], [0.50261, 1.33087, -2.40531], [-0.71353, 0.88006, 0.84143], [-2.30083, 1.18356, 2.40608], [0.50749, -2.31047, 2.03505], [-1.72408, 2.45232, 2.81511], [-0.26375, 0.87439, -3.99225], [-1.72529, 0.46640, 1.43353], [3.06357, -2.50348, 0.84696], [0.79482, -3.89057, -0.33466], [-3.47149, 0.69555, 3.10941], [1.99744, 2.28697, -2.81012], [-0.62615, 2.58038, -1.71122], [2.35069, 2.82317, -1.92299], [3.19437, -3.48298, 1.32422], [-1.72321, 3.15945, 1.98367], [0.75733, -1.38803, 2.57663], [0.28715, 0.03220, -4.42297], [-1.30496, 0.57220, -3.83561], [1.75912, 2.99146, -3.61784], [-0.29873, -3.95583, -0.37334], [-2.35147, 2.83441, 3.62723], [3.65838, -2.43726, -0.06757], [-0.76549, 3.40935, -2.41700], [1.18524, -3.94735, -1.35476], [0.85248, -3.17904, 2.61037], [-0.69701, 2.32584, 3.16344], [-0.57800, -2.36930, 1.89976], [1.20203, -4.70987, 0.27215], [-2.22571, -0.50393, 1.19871], [3.36708, -1.70058, 1.52761], [-1.58773, 2.10486, -1.49482], [-4.27479, 0.47379, 2.38994], [-0.21613, 1.73880, -4.66737], [-3.23313, -0.24099, 3.64023], [2.77537, 1.58754, -3.13297], [-0.20364, 2.94996, -0.77172], [-3.78969, 1.46854, 3.82135]], "forces_ev_per_a": [[-0.013, -0.252, -0.384], [0.519, -0.039, -0.266], [-0.348, -0.412, -0.471], [-0.674, 0.542, 0.862], [0.708, -1.368, 1.034], [0.009, 1.509, -0.976], [-1.754, -0.554, 1.215], [-0.578, 1.452, 1.808], [-0.289, 0.523, -0.168], [-0.647, 0.261, 0.655], [0.337, -0.400, 0.236], [1.786, -1.293, -2.468], [-0.127, 0.147, -0.512], [0.152, 0.398, -0.292], [-0.251, 0.315, 0.180], [0.023, -0.557, -0.005], [0.013, -0.354, 0.351], [-0.085, 0.046, -0.169], [0.043, 0.231, -0.071], [0.055, -0.040, -0.186], [-0.029, -0.269, -0.026], [-0.083, 0.151, -0.076], [0.092, 0.140, -0.085], [0.093, -0.115, 0.207], [0.144, -0.088, 0.105], [0.371, 0.076, -0.265], [0.100, -0.123, 0.145], [0.073, -0.225, 0.104], [-0.005, -0.126, 0.113], [-0.068, 0.161, -0.162], [0.107, -0.145, -0.118], [0.112, -0.086, 0.158], [-0.131, 0.167, -0.125], [0.356, 0.625, 0.122], [-0.013, -0.201, 0.019], [0.012, 0.194, -0.094], [0.122, -0.025, 0.044], [-0.050, -0.178, 0.163], [0.040, 0.086, -0.106], [-0.026, 0.204, -0.073], [-0.085, 0.101, -0.164], [-0.012, -0.479, -0.262]], "mulliken_spin": [0.9413, 0.9072, 0.3914, 0.4522, 0.1150, 0.1038, 0.3305, 0.5704, -0.0041, 0.0144, 0.0095, -0.0816, 0.0141, 0.0101, 0.0034, 0.0114, -0.0025, 0.0069, 0.0036, 0.0356, 0.0004, 0.0003, 0.0066, 0.0036, 0.0078, 0.0040, -0.0019, 0.0073, 0.0001, 0.0065, 0.0330, -0.0020, 0.0011, -0.0049, 0.0085, -0.0025, 0.0428, 0.0008, 0.0521, -0.0015, -0.0003, 0.0057]}

***

Entry 4:
{"formula": "C9H26CeN6O6P2S", "method": "ωB97M-V/def2-TZVPD", "lumo_energy_ev": [-2.4, -2.4], "s_squared": 0.751, "total_charge": 1, "e_homo_ha": [-0.402, -0.402], "gap_ev": [8.577, 8.590], "spin_multiplicity": 2, "elements": ["Ce", "S", "P", "P", "O", "O", "O", "O", "O", "O", "N", "N", "N", "N", "N", "N", "C", "C", "C", "C", "C", "C", "C", "C", "C", "H", "H", "H", "H", "H", "H", "H", "H", "H", "H", "H", "H", "H", "H", "H", "H", "H", "H", "H", "H", "H", "H", "H", "H", "H", "H"], "positions_angstrom": [[0.49477, -0.11818, 0.54956], [3.92443, -3.40091, 1.44362], [0.58903, 2.58966, 1.89692], [-0.52555, 2.83341, -1.06976], [0.10605, 3.85434, -1.94104], [1.85193, 2.03662, 0.97637], [1.08176, 3.51680, 2.92250], [-0.22270, 1.34024, 2.14928], [-0.04477, 1.40779, -1.04513], [-2.11512, 2.70250, -1.30733], [2.48572, -1.02904, 1.53613], [-0.21612, -2.23902, 2.10885], [-0.14952, -2.37480, -0.85413], [2.24457, -0.58057, -1.43145], [-2.14193, -0.42105, 0.02723], [0.40018, 4.86311, 0.45769], [3.13101, -2.02351, 1.52198], [0.18463, -3.52139, 0.02155], [-0.51187, -3.48501, 1.37833], [0.69785, -2.38479, -2.06855], [-1.71304, 3.90946, 1.30546], [-0.37234, 3.57315, 0.65943], [-2.21004, -1.04567, -1.30716], [2.15061, -1.98838, -1.84827], [-1.56868, -2.42312, -1.26876], [0.69130, -2.32348, 2.56224], [2.68132, 2.05022, 1.47758], [-2.29943, 4.57766, 0.67237], [2.68675, -2.17774, -2.78338], [-2.73270, -0.93227, 0.67595], [0.66278, -3.37804, -2.53638], [0.25164, -1.68312, -2.77934], [-0.19551, -4.37249, 1.93272], [-3.23983, -1.15176, -1.66167], [1.17589, 4.91717, 1.12769], [-1.66572, -2.90217, -2.24878], [-2.12818, -3.04572, -0.57179], [-2.47779, 3.41228, -1.85311], [0.70704, 4.84885, -0.54463], [-2.52828, 0.51740, -0.03327], [-1.55547, 4.37723, 2.27966], [-2.29137, 3.00104, 1.46018], [2.04989, 0.03523, -2.21608], [-0.06552, -4.46644, -0.47979], [3.19179, -0.38381, -1.12468], [1.26415, -3.52970, 0.18754], [-0.19127, 5.67990, 0.60467], [-1.68582, -0.38689, -2.00291], [-1.59408, -3.55985, 1.26801], [-0.88901, -2.11153, 2.85708], [2.62656, -2.60360, -1.08322]], "forces_ev_per_a": [[0.179, -2.338, -0.404], [0.276, -0.438, 0.002], [0.231, 0.602, -0.027], [-0.335, 0.545, -0.057], [0.005, -0.042, 0.057], [-0.135, 0.326, 0.199], [-0.009, 0.028, 0.005], [-0.340, 0.651, 0.485], [-0.136, 0.429, -0.362], [0.177, 0.011, 0.018], [0.460, -0.121, 0.238], [0.086, -0.013, 0.033], [0.009, -0.040, 0.043], [-0.083, 0.075, -0.001], [-0.053, 0.041, -0.037], [0.180, -0.043, -0.164], [-0.396, 0.481, -0.056], [-0.003, -0.023, 0.025], [0.024, -0.025, -0.141], [0.075, -0.055, -0.025], [-0.091, -0.039, 0.090], [0.018, -0.136, -0.028], [-0.008, -0.114, -0.072], [-0.122, -0.138, -0.078], [-0.052, 0.116, -0.007], [-0.001, 0.007, 0.013], [0.017, -0.014, 0.001], [0.003, -0.006, -0.006], [0.008, 0.005, 0.046], [0.023, 0.009, 0.030], [0.000, 0.019, 0.008], [0.007, 0.004, -0.003], [-0.006, 0.028, -0.001], [0.040, 0.049, -0.030], [-0.009, 0.033, -0.002], [0.006, -0.007, 0.016], [0.003, -0.002, 0.017], [0.044, -0.010, 0.009], [-0.003, 0.055, 0.137], [-0.018, 0.001, 0.009], [-0.021, 0.010, -0.003], [-0.004, 0.031, -0.008], [0.015, 0.013, 0.003], [0.001, 0.009, 0.006], [-0.018, 0.039, 0.029], [-0.007, 0.007, 0.011], [-0.040, -0.008, -0.007], [0.002, -0.037, -0.002], [0.018, -0.002, -0.008], [0.007, 0.021, 0.006], [-0.021, 0.007, -0.006]], "mulliken_spin": [0.9844, -0.0005, 0.0021, 0.0007, 0.0000, -0.0006, -0.0002, -0.0005, 0.0023, -0.0001, 0.0022, 0.0023, -0.0089, 0.0020, -0.0002, 0.0001, 0.0016, 0.0057, 0.0005, 0.0064, 0.0003, -0.0011, 0.0045, 0.0016, -0.0014, 0.0004, 0.0009, 0.0000, -0.0001, 0.0001, 0.0000, -0.0029, -0.0001, 0.0000, 0.0000, 0.0002, 0.0003, 0.0000, 0.0000, 0.0002, 0.0000, 0.0000, 0.0011, 0.0001, 0.0006, -0.0029, 0.0000, 0.0000, -0.0003, 0.0004, -0.0013]}